No. 1
The following is a DFT calculation (ωB97M-V with the def2-TZVPD basis set) of a 2-piece molecular cluster, C3H7N2O2S overall at a distorted geometry.

The HOMO energy comes out at -0.10551 hartree. The spin multiplicity is 1. As for the charge: -1. The total energy comes out at -776.63831 hartree. The calculation puts the largest force on an atom at 4.6 eV/Å. The calculation puts the gap between HOMO and LUMO at 6.55 eV. The value obtained for the energy relative to the best compared isomer or geometry (same formula, charge and spin) is 81.24 kcal per mole.

Each line ends with the Löwdin charge.
Atoms and positions in Å:
1 C -0.84 0.70 -0.04  -0.63
2 C -1.21 -1.75 0.31  -0.14
3 C -0.60 -0.37 0.72  -0.17
4 N 2.08 1.36 0.13  -0.06
5 N 2.04 0.07 0.27  -0.62
6 O -0.49 1.92 0.24  -0.17
7 O -1.43 0.56 -1.33  -0.02
8 S 2.81 -0.87 -0.76  0.37
9 H -2.29 -1.65 0.44  0.04
10 H -1.07 -2.16 -0.69  0.04
11 H -0.87 -2.70 0.89  0.07
12 H -0.36 -0.13 1.78  0.10
13 H 2.25 1.92 -0.65  0.05
14 H 1.15 1.71 0.50  0.06
15 H -1.19 1.38 -1.80  0.08


No. 2
The following is a DFT calculation (ωB97M-V with the def2-TZVPD basis set) of C3H7N2O2S as an isolated structure at a distorted geometry.

The HOMO energy (spin up / spin down) comes out at -0.52379 / -0.52377 hartree. The spin multiplicity is 1. As for the charge: +1. The total energy comes out at -776.19489 hartree. The calculation puts the largest force on an atom at 3.7 eV/Å. The calculation puts the gap between HOMO and LUMO (spin up / spin down) at 9.08 / 9.08 eV. The value obtained for the energy relative to the best compared isomer or geometry (same formula, charge and spin) is 132.92 kcal per mole.

Each line ends with the Löwdin charge.
Atoms and positions in Å:
1 C -1.64 0.85 0.63  0.02
2 C 1.93 -0.91 -1.15  -0.23
3 C 1.13 -0.70 1.48  -0.25
4 N -1.84 -0.23 -0.29  -0.39
5 N -1.81 2.05 0.29  0.18
6 O -0.73 -0.32 -0.86  -0.19
7 O -2.62 -1.14 -0.30  0.15
8 S 0.85 -1.51 0.12  1.11
9 H 2.72 -0.32 -0.69  0.09
10 H 1.19 -0.46 -1.77  0.04
11 H 2.28 -1.73 -1.66  0.04
12 H 1.69 0.23 1.61  0.07
13 H 0.60 -1.04 2.38  0.06
14 H -1.51 2.84 0.80  0.12
15 H -2.25 2.40 -0.60  0.18


No. 3
The following is a DFT calculation (ωB97M-V with the def2-TZVPD basis set) of a 2-piece molecular cluster, C3H7N2O2S overall at a distorted geometry.

The HOMO energy comes out at -0.47975 hartree. The spin multiplicity is 1. As for the charge: +1. The total energy comes out at -776.30989 hartree. The calculation puts the largest force on an atom at 3.0 eV/Å. The calculation puts the gap between HOMO and LUMO at 9.33 eV. The value obtained for the energy relative to the best compared isomer or geometry (same formula, charge and spin) is 60.76 kcal per mole.

Each line ends with the Löwdin charge.
Atoms and positions in Å:
1 C -1.02 0.48 -1.16  -0.16
2 C 2.47 0.07 -0.07  -0.48
3 C -1.57 -0.27 1.12  0.00
4 N 1.69 -0.71 -0.39  -0.13
5 N -1.06 0.69 0.13  0.07
6 O 0.68 -1.17 -0.89  -0.03
7 O -1.64 -0.51 -1.64  0.20
8 S 3.73 0.62 0.89  0.87
9 H -0.42 1.13 -1.73  0.17
10 H -2.60 -0.66 1.04  0.13
11 H -0.89 -1.10 1.23  0.11
12 H -1.51 0.18 2.03  0.07
13 H -1.95 -1.10 -0.95  0.14
14 H -0.49 1.40 0.48  0.14
15 H 4.59 0.95 -0.08  -0.10


No. 4
The following is a DFT calculation (ωB97M-V with the def2-TZVPD basis set) of one molecule with the formula C3H7N2OP at a distorted geometry.

The HOMO energy (spin up / spin down) comes out at -0.33022 / -0.33022 hartree. The spin multiplicity is 1. The total energy comes out at -644.45035 hartree. The calculation puts the largest force on an atom at 3.6 eV/Å. The calculation puts the gap between HOMO and LUMO (spin up / spin down) at 9.00 / 9.00 eV. The value obtained for the energy relative to the best compared isomer or geometry (same formula, charge and spin) is 74.51 kcal per mole. Its SMILES is [H]/N=C/[C@@H](P)CN=O.

Each line ends with the Löwdin charge.
Atoms and positions in Å:
1 H -0.83 2.83 -0.86  0.04
2 N -0.45 1.93 -0.69  0.10
3 C -0.91 1.10 0.15  -0.25
4 C -0.12 -0.32 0.39  -0.55
5 P -1.46 -1.63 0.01  0.80
6 C 1.08 -0.51 -0.56  -0.29
7 N 2.30 -0.28 0.13  -0.07
8 O 3.16 0.42 -0.39  0.01
9 H -1.79 1.26 0.77  0.08
10 H 0.23 -0.17 1.37  0.07
11 H -2.45 -0.84 0.82  -0.09
12 H -1.01 -2.51 1.24  -0.05
13 H 1.17 -1.52 -1.05  0.13
14 H 1.07 0.24 -1.31  0.07


No. 5
The following is a DFT calculation (ωB97M-V with the def2-TZVPD basis set) of a 2-piece molecular cluster, C3H7N2OP overall at a distorted geometry.

The HOMO energy (spin up / spin down) comes out at -0.28270 / -0.36883 hartree. The spin multiplicity is 3. The total energy comes out at -644.41870 hartree. The calculation puts the largest force on an atom at 4.5 eV/Å. The calculation puts the gap between HOMO and LUMO (spin up / spin down) at 8.49 / 8.61 eV. The value obtained for the energy relative to the best compared isomer or geometry (same formula, charge and spin) is 0.00 kcal per mole. The expectation value of S² is 2.01.

Each line ends with the Mulliken spin population.
Atoms and positions in Å:
1 C 0.39 1.84 0.07  -0.03
2 C -0.99 1.39 -0.31  0.18
3 C 2.28 -1.02 0.69  0.88
4 N 0.27 1.56 -1.16  -0.01
5 N -1.63 -1.12 -1.07  0.14
6 O -2.28 -0.52 1.40  0.19
7 P -1.25 -0.38 0.35  0.53
8 H 0.98 2.29 0.80  0.00
9 H -1.91 2.00 -0.27  0.02
10 H 2.64 0.02 0.34  0.03
11 H 2.43 -1.14 1.69  0.04
12 H 2.55 -1.81 0.06  0.04
13 H -0.97 -1.48 -1.73  0.00
14 H -2.51 -1.62 -0.84  -0.01


No. 6
The following is a DFT calculation (ωB97M-V with the def2-TZVPD basis set) of a 2-piece molecular cluster, C3H7N2OS overall at a distorted geometry.

The HOMO energy (spin up / spin down) comes out at -0.53844 / -0.53974 hartree. The spin multiplicity is 1. As for the charge: +1. The total energy comes out at -700.94476 hartree. The calculation puts the largest force on an atom at 6.2 eV/Å. The calculation puts the gap between HOMO and LUMO (spin up / spin down) at 6.83 / 6.84 eV. The value obtained for the energy relative to the best compared isomer or geometry (same formula, charge and spin) is 175.69 kcal per mole.

Each line ends with the Löwdin charge.
Atoms and positions in Å:
1 C 3.32 0.36 0.69  0.05
2 C 2.50 0.36 -0.35  -0.47
3 C -2.15 -0.81 0.59  0.00
4 N -1.30 0.72 -0.85  0.10
5 N -2.28 0.09 -0.52  -0.41
6 O -3.29 0.24 -1.21  0.09
7 S 0.91 -0.40 -0.10  0.99
8 H 4.26 0.84 0.64  0.08
9 H 2.98 -0.03 1.64  0.08
10 H 2.70 0.59 -1.37  0.06
11 H -1.53 -0.57 1.40  0.07
12 H -1.54 -1.64 0.18  0.09
13 H -3.21 -1.15 0.80  0.14
14 H -1.38 1.41 -1.56  0.12


No. 7
The following is a DFT calculation (ωB97M-V with the def2-TZVPD basis set) of an isolated ion of composition C3H7N2OS and charge +1 at a distorted geometry.

The HOMO energy comes out at -0.49101 hartree. The spin multiplicity is 1. As for the charge: +1. The total energy comes out at -701.13541 hartree. The calculation puts the largest force on an atom at 2.8 eV/Å. The calculation puts the gap between HOMO and LUMO at 9.10 eV. The value obtained for the energy relative to the best compared isomer or geometry (same formula, charge and spin) is 56.06 kcal per mole. Its SMILES is N[C@H]1[NH2+]COC1=S.

Each line ends with the Löwdin charge.
Atoms and positions in Å:
1 N -0.33 -0.30 1.86  0.15
2 C -0.05 -0.68 0.62  -0.24
3 N -0.89 0.51 -0.46  0.12
4 C 0.08 0.57 -1.50  -0.17
5 O 1.40 0.48 -0.96  -0.01
6 C 1.32 -0.46 0.02  -0.80
7 S 2.55 -1.31 0.58  0.93
8 H 0.18 0.46 2.17  0.10
9 H -1.10 -0.73 2.43  0.17
10 H -0.39 -1.57 0.26  0.13
11 H -0.84 1.30 0.19  0.16
12 H -1.77 0.56 -0.92  0.16
13 H -0.09 -0.23 -2.14  0.13
14 H -0.07 1.41 -2.16  0.16


No. 8
The following is a DFT calculation (ωB97M-V with the def2-TZVPD basis set) of an isolated ion of composition C3H7N2OS and charge +1 at a distorted geometry.

The HOMO energy (spin up / spin down) comes out at -0.47781 / -0.48374 hartree. The spin multiplicity is 1. As for the charge: +1. The total energy comes out at -700.99053 hartree. The calculation puts the largest force on an atom at 4.3 eV/Å. The calculation puts the gap between HOMO and LUMO (spin up / spin down) at 6.58 / 7.31 eV. The value obtained for the energy relative to the best compared isomer or geometry (same formula, charge and spin) is 146.97 kcal per mole. Its SMILES is C=CSN[N+](C)=O.

Each line ends with the Löwdin charge.
Atoms and positions in Å:
1 C 3.27 0.29 0.21  -0.02
2 C 2.11 0.73 -0.24  -0.45
3 S 0.78 -0.42 -0.18  1.00
4 N -0.62 0.60 0.06  -0.17
5 N -2.08 0.23 0.01  -0.21
6 C -2.30 -1.23 0.02  0.05
7 O -2.96 1.06 0.07  0.18
8 H 4.06 0.96 0.36  0.07
9 H 3.40 -0.79 0.19  0.08
10 H 1.74 1.74 -0.40  0.08
11 H -0.39 1.55 0.06  0.08
12 H -1.81 -1.76 0.82  0.11
13 H -1.86 -1.53 -0.91  0.10
14 H -3.34 -1.44 -0.09  0.11


No. 9
The following is a DFT calculation (ωB97M-V with the def2-TZVPD basis set) of one molecule with the formula C3H7N2P3 at a distorted geometry.

The HOMO energy comes out at -0.24553 hartree. The spin multiplicity is 1. The total energy comes out at -1251.98683 hartree. The calculation puts the largest force on an atom at 3.2 eV/Å. The calculation puts the gap between HOMO and LUMO at 7.08 eV. The value obtained for the energy relative to the best compared isomer or geometry (same formula, charge and spin) is 26.44 kcal per mole.

Each line ends with the Löwdin charge.
Atoms and positions in Å:
1 C -1.14 -0.31 0.62  -0.28
2 C -0.80 -1.49 1.11  -0.09
3 C 0.70 0.02 1.60  -0.18
4 N -0.19 0.64 0.88  -0.27
5 N 0.48 -1.32 1.68  0.10
6 P -0.15 -0.03 -2.29  0.44
7 P -0.28 2.65 0.13  0.29
8 P 0.76 1.93 -1.72  0.12
9 H -1.96 -0.03 -0.06  0.10
10 H -1.28 -2.44 0.92  0.12
11 H 1.57 0.45 1.93  0.10
12 H 0.82 0.07 -3.29  -0.19
13 H -1.18 0.53 -2.97  -0.20
14 H 1.03 -1.92 2.28  0.16
15 H 1.65 1.24 -0.82  -0.20


No. 10
The following is a DFT calculation (ωB97M-V with the def2-TZVPD basis set) of an isolated ion of composition C3H7N2S and charge +1 at a distorted geometry.

The HOMO energy (spin up / spin down) comes out at -0.49843 / -0.49841 hartree. The spin multiplicity is 1. As for the charge: +1. The total energy comes out at -625.90962 hartree. The calculation puts the largest force on an atom at 2.9 eV/Å. The calculation puts the gap between HOMO and LUMO (spin up / spin down) at 7.53 / 7.52 eV. The value obtained for the energy relative to the best compared isomer or geometry (same formula, charge and spin) is 39.26 kcal per mole. Its SMILES is NC/C=[NH+]/C=S.

Each line ends with the Löwdin charge.
Atoms and positions in Å:
1 N 1.20 -0.04 0.19  0.02
2 C 0.32 0.44 -0.87  -0.18
3 C -1.09 0.21 -0.46  0.05
4 N -1.26 -0.27 0.73  0.02
5 C -2.32 -0.70 1.54  -0.62
6 S -3.92 -0.38 1.53  0.81
7 H 1.81 -0.79 -0.13  0.11
8 H 1.78 0.69 0.57  0.11
9 H 0.48 -0.05 -1.84  0.15
10 H 0.44 1.51 -1.06  0.15
11 H -1.91 0.41 -1.13  0.16
12 H -0.28 -0.40 1.12  0.15
13 H -1.94 -1.33 2.34  0.07